{
  "formula": "C3H3IO2",
  "method": "ωB97M-V/def2-TZVPD",
  "gap_ha": 0.3731,
  "total_energy_ha": -564.03120,
  "relative_energy_kcal_mol": 149.11,
  "elements": ["C", "C", "C", "O", "O", "I", "H", "H", "H"],
  "coordinates": [[-1.399, 1.318, -1.221], [-0.568, 0.538, -0.832], [0.721, -0.741, -0.174], [0.365, -0.465, 2.095], [1.200, -0.249, 0.983], [2.041, -1.270, -1.546], [-2.087, 2.069, -1.557], [-0.075, -1.554, 0.137], [-0.198, 0.353, 2.114]],
  "atomic_forces_ev_per_a": [[0.0, 0.3, 0.0], [2.6, -2.4, 1.0], [-7.5, 0.9, 1.7], [-1.1, 0.4, -0.2], [2.1, 0.9, 0.1], [1.5, -0.4, -1.4], [0.2, -0.3, 0.1], [1.8, 1.3, -1.2], [0.6, -0.7, -0.2]],
  "nbo_charge": [-0.31, -0.13, -0.12, -0.41, -0.29, 0.30, 0.24, 0.25, 0.47]
}